Computed, not measured: 14 unconnected molecules or ions with the total composition C18H22B3Cl42NO5, with ωB97M-V with the def2-TZVPD basis set.

Element x y z (Å)
Cl -8.898102 6.845991 2.069404
C 8.017366 -4.172753 -3.899522
Cl 4.095724 4.689170 -2.038235
Cl -0.737211 -6.821975 7.194012
C 10.787739 0.880208 -3.207767
Cl -2.860766 -4.845837 6.968544
O 7.965013 1.358331 -4.708641
Cl 3.248727 3.426349 2.452202
C 4.136331 0.085125 -1.536608
H -1.743409 0.493554 -0.999471
Cl -9.109171 -1.016502 4.369434
C -0.823207 -1.288674 3.859359
Cl 9.979427 7.685023 -1.485991
H -2.926662 -7.124827 6.388050
C -6.753957 -6.709476 1.349988
Cl 1.389637 4.786741 -0.970137
Cl -5.451084 -3.560993 -0.112603
C -12.345444 7.556307 -3.237490
B 5.946562 0.701595 -2.885197
B 7.375827 0.008355 -4.586624
Cl -0.877306 -3.053833 3.973117
H -11.725485 6.790917 -2.771481
Cl 8.762071 -5.382927 -2.844567
Cl 3.243997 -8.512709 5.202295
Cl 0.918347 1.904423 1.604473
C 2.449448 4.055336 -2.186256
Cl -2.133445 0.174593 1.299812
O 2.898751 0.428301 -1.590998
C 1.718914 -9.405575 5.302672
Cl 2.449475 2.286301 -2.032576
O 10.399192 2.246810 -2.937257
Cl -5.431877 -6.236240 2.427404
Cl -13.774960 6.771957 -3.926133
Cl 7.391099 -2.818097 -2.947394
Cl -7.187312 -0.192289 1.315893
O 6.471514 2.078055 -2.853061
Cl 10.965813 5.397767 -2.991583
H 1.805242 -10.301868 4.689118
C 10.625429 -0.153845 -1.981308
Cl -1.832193 -0.553292 5.113845
Cl -6.603256 -8.412459 0.890780
H 11.107963 -1.157710 -2.304659
Cl -2.789859 2.492507 -0.333584
Cl 3.550594 1.225978 0.569291
H 8.042984 -0.950363 -4.794338
Cl 0.383271 -8.427555 4.676527
Cl 1.397790 -9.901751 6.971637
O 5.974499 -0.037266 -4.156498
B 7.850318 1.899925 -3.367887
Cl -4.021723 -0.083531 -0.895652
Cl 0.844554 -0.706743 3.982507
H -1.218038 -0.996201 2.886372
Cl -11.879843 -0.360889 4.967106
Cl -11.396595 8.344794 -4.506622
Cl -10.401450 5.808673 -0.195689
H -8.324801 5.074707 0.631631
C -9.252313 5.414319 1.091715
C -6.957304 -2.776999 -0.614172
C 9.763737 6.696179 -2.938326
H -8.547009 1.631089 1.924239
Cl -7.080789 2.539850 0.320281
H 11.930473 0.912182 -3.450635
H -10.952565 -1.018810 2.907693
Cl -9.881351 4.107731 2.107222
C -8.124384 1.272366 0.983795
Cl -6.680761 -1.742530 -2.023419
Cl -9.457417 0.918907 -0.126564
N 5.438313 0.037286 -1.633421
H 11.173415 0.183675 -1.029006
Cl -8.320195 -6.408603 2.117937
C -2.181804 -6.334994 6.294713
Cl -12.815313 8.725734 -1.994562
C 9.062952 2.375978 -2.393925
Cl 9.179340 -3.600782 -5.106579
Cl -8.202006 -3.986717 -0.964461
H -6.693215 -6.103634 0.446022
H 9.907687 7.332761 -3.810846
H 10.297720 0.405196 -4.141678
C -10.624034 -0.371450 3.720517
H 8.897746 3.520120 -2.217365
Cl -10.379160 1.258100 3.070507
Cl -1.805248 -6.124389 4.576712
H 9.512594 -0.329149 -1.675129
H -7.307632 -2.150756 0.206888
H 2.068920 4.316652 -3.173932
H 8.894354 1.883588 -1.365370
H 2.796779 1.143391 2.798146
C 2.648532 1.833144 1.967566
Cl 8.123659 6.031355 -2.999254
C -2.562752 0.737373 -0.323542
H 7.182607 -4.639760 -4.421397

Atoms 1-3, force components in eV/Å:
Cl -0.021 -0.192 -0.120
C 0.052 -0.035 0.043
Cl -0.117 -0.105 -0.021

Results
Highest occupied orbital energy: -9.86 eV
Frontier orbital gap: 9.3 eV

Atom charges from the Löwdin analysis, given in e for atoms 1 to 6: Cl 0.54; C -1.51; Cl 0.53; Cl 0.50; C -0.24; Cl 0.52

Computed, not measured: a molecular structure, C18H22Br2N4OP, with ωB97M-V with the def2-TZVPD basis set.

Element x y z (Å)
H 2.694895 1.355443 2.398225
C 2.926880 -0.146828 -0.454794
C -6.479573 -3.375464 -1.988905
Br -4.759390 -1.834548 3.970977
H 5.946787 7.661802 2.648004
N 2.852640 0.012637 0.862937
C 2.814509 2.195315 -0.864196
C 5.253376 5.268805 -0.205797
C -6.898658 -4.249339 -2.980227
H 0.074432 -2.236631 0.873778
C 4.867546 5.952014 1.925068
C 0.067039 -1.959728 1.924105
H -1.567458 -2.129411 3.153727
Br -3.489604 -5.841865 1.652894
H 4.323758 5.785707 2.848623
N 4.601783 5.097036 0.940736
H -0.122742 -0.887435 1.960492
H -7.085589 -3.201299 -1.107101
C -4.554159 -2.898989 -3.098148
O -3.876192 -1.904303 0.974623
C 6.179780 6.277538 -0.421305
C 2.914209 0.904808 -1.358583
C 6.442702 7.160161 0.612964
H 7.158395 7.962113 0.485398
H 2.995839 -1.173447 -0.798105
C 5.772742 6.996242 1.813910
H 6.680974 6.366842 -1.375151
H -1.873653 -3.230126 0.791032
H -6.371186 -5.111710 -4.876231
C -6.080802 -4.436111 -4.081538
N -5.331509 -2.705616 -2.036666
C -2.985555 -4.071971 2.477682
C 2.732813 2.381144 0.505448
H 2.656057 3.369430 0.930600
C -4.881266 -3.746600 -4.144703
C 2.756587 1.258408 1.319717
H 2.797218 3.044333 -1.536973
H 5.016866 4.555345 -0.988294
H -4.209774 -3.865284 -4.983896
H 1.058527 -2.130582 2.338284
H -1.100763 -4.544667 1.647050
H 2.976920 0.714479 -2.421567
H -4.394295 -2.063574 0.169451
H -7.840424 -4.771773 -2.886124
C -1.698108 -3.648646 1.791970
P -4.398930 -3.075515 2.051885
H -3.621703 -2.345529 -3.101370
N -0.941957 -2.732595 2.640105

Atoms 1-3, force components in eV/Å:
H -0.017 0.053 0.000
C -0.008 -0.126 0.010
C -0.046 0.056 0.161

Results
Highest occupied orbital energy: -2.79 eV
Net charge: -1
Frontier orbital gap: 4.7 eV

Atom charges from the natural (NBO) analysis, given in e for atoms 1 to 6: H 0.19; C 0.03; C 0.05; Br -0.41; H 0.22; N -0.40

Computed, not measured: a molecular structure, C18H22Cl2MoO2, with ωB97M-V with the def2-TZVPD basis set.

Element x y z (Å)
C 1.553739 3.244215 1.642222
C -1.184740 1.851191 2.587213
H 1.637723 2.956640 -2.488217
H -1.974857 1.469681 -2.761299
H -2.586282 -1.037900 -0.856106
C 0.493118 2.662970 0.773673
H -1.510387 2.765847 3.126742
H 1.590447 4.365632 -1.502945
H -0.329941 1.424402 3.158931
C 0.556819 -3.888227 1.820093
C -0.697374 2.112873 -1.198832
H -3.498307 2.013340 -0.029215
H 1.255047 -3.731961 -1.516142
H -0.275521 1.645604 -3.493273
Cl 1.307389 -0.127714 2.197880
C 0.551024 -3.343540 0.491588
H -0.146446 0.133319 -4.578591
C 0.526954 2.726703 -0.647356
C -0.924546 -1.219370 -0.016563
C 0.054854 -2.053724 0.300476
H -3.058607 0.482062 0.733932
Cl 1.841341 -0.055200 -1.675603
H 0.255208 -3.281199 2.690262
C 1.678623 3.272275 -1.433814
H -3.057280 0.689960 -1.059979
H 1.560495 -7.083575 1.196932
H 1.796136 -6.128892 -1.088771
C 1.499613 -5.465974 -0.289851
C -1.487696 1.726775 -0.067624
H 2.544327 3.132231 1.222461
H -1.325837 3.090491 -2.877417
C -0.775144 2.070087 1.153082
H 0.758858 -5.704255 3.055041
O -2.285190 -1.443427 -0.003260
C 0.944251 -5.240506 2.056991
H 1.582641 2.832885 2.628565
H 1.447128 4.302603 1.803458
C 1.413529 -6.022026 0.979222
Mo 0.377367 0.521974 0.027318
O -0.023095 1.086001 -4.420760
C 1.119915 -4.155402 -0.530461
H 2.687702 3.077314 -1.003676
C -1.065412 2.060410 -2.618317
H -1.990603 1.106674 2.610645
C -2.836984 1.158733 -0.098658

Atoms 1-3, force components in eV/Å:
C 0.153 -0.086 0.058
C 0.149 -0.230 0.253
H 0.086 -0.367 0.477

Results
Energy above the lowest of the compared OMol25 structures with the same formula, charge and spin: 1.776 eV
2S+1: 3
Highest occupied orbital energy (spin up / spin down): 0.07 / -0.15 eV
Net charge: -2
Frontier orbital gap (spin up / spin down): 5.2 / 5.4 eV

Atom charges from the natural (NBO) analysis, given in e for atoms 1 to 6: C -0.62; C -0.64; H 0.26; H 0.17; H 0.47; C -0.09

It is found that the maximum force values, taken in the order of the records, are 11.98, 1.37, 4.87 eV Å⁻¹.